No. 1
{
  "formula": "C32H88KN8O8",
  "method": "ωB97M-V/def2-TZVPD",
  "energy_ev": -79228.5935,
  "spin_multiplicity": 1,
  "charge": 1,
  "fmax_ev_per_a": 3.1,
  "species": ["K", "C", "C", "C", "O", "C", "N", "H", "H", "H", "H", "H", "H", "H", "H", "H", "H", "H", "C", "C", "C", "O", "C", "N", "H", "H", "H", "H", "H", "H", "H", "H", "H", "H", "H", "C", "C", "C", "O", "C", "N", "H", "H", "H", "H", "H", "H", "H", "H", "H", "H", "H", "C", "C", "C", "O", "C", "N", "H", "H", "H", "H", "H", "H", "H", "H", "H", "H", "H", "C", "C", "C", "O", "C", "N", "H", "H", "H", "H", "H", "H", "H", "H", "H", "H", "H", "C", "C", "C", "O", "C", "N", "H", "H", "H", "H", "H", "H", "H", "H", "H", "H", "H", "C", "C", "C", "O", "C", "N", "H", "H", "H", "H", "H", "H", "H", "H", "H", "H", "H", "C", "C", "C", "O", "C", "N", "H", "H", "H", "H", "H", "H", "H", "H", "H", "H", "H"],
  "coordinates": [[1.625, -0.470, -0.053], [5.007, -1.288, 0.261], [4.368, -1.042, 1.632], [5.300, -1.110, 2.802], [5.765, -2.434, 3.012], [6.598, -2.506, 4.148], [3.590, 0.233, 1.567], [4.239, -1.252, -0.508], [5.586, -2.158, 0.207], [5.667, -0.412, 0.044], [3.565, -1.787, 1.698], [4.769, -0.777, 3.692], [6.087, -0.347, 2.631], [6.974, -3.514, 4.100], [6.048, -2.490, 5.044], [7.449, -1.777, 4.110], [3.457, 0.508, 2.575], [4.128, 0.998, 1.192], [-4.346, 2.688, 2.438], [-3.367, 3.094, 3.496], [-4.059, 2.884, 4.863], [-4.345, 1.485, 4.889], [-5.071, 1.154, 6.095], [-2.107, 2.419, 3.332], [-5.162, 3.428, 2.403], [-4.789, 1.656, 2.455], [-3.832, 2.931, 1.509], [-3.205, 4.165, 3.283], [-5.032, 3.435, 4.885], [-3.401, 3.241, 5.670], [-4.363, 1.096, 6.932], [-5.415, 0.092, 6.059], [-5.932, 1.843, 6.270], [-2.161, 1.417, 3.488], [-1.305, 2.743, 3.757], [1.496, -2.996, 3.530], [2.085, -3.744, 2.297], [1.582, -5.240, 2.272], [1.929, -5.865, 3.455], [1.124, -6.964, 3.725], [1.892, -3.023, 1.098], [0.525, -2.557, 3.290], [2.173, -2.257, 3.883], [1.431, -3.753, 4.307], [3.142, -3.879, 2.510], [2.077, -5.678, 1.366], [0.459, -5.175, 2.092], [0.123, -6.659, 3.871], [1.564, -7.458, 4.617], [1.182, -7.665, 2.816], [0.969, -3.195, 0.733], [2.503, -3.431, 0.350], [0.205, 4.459, 0.316], [0.651, 3.111, -0.211], [2.072, 3.181, -0.728], [2.432, 1.972, -1.392], [3.549, 2.158, -2.263], [0.523, 1.891, 0.685], [-0.830, 4.419, 0.570], [0.286, 5.157, -0.501], [0.734, 4.862, 1.178], [-0.049, 2.824, -1.006], [2.832, 3.379, 0.010], [2.148, 4.052, -1.386], [3.647, 1.147, -2.729], [4.462, 2.351, -1.732], [3.346, 2.972, -2.955], [-0.447, 1.844, 0.956], [1.028, 2.032, 1.544], [-3.174, -2.721, -0.150], [-2.490, -1.428, 0.293], [-1.831, -1.586, 1.629], [-2.767, -1.617, 2.661], [-2.441, -2.177, 3.887], [-1.527, -1.070, -0.731], [-3.715, -3.195, 0.629], [-2.399, -3.435, -0.414], [-3.728, -2.520, -1.037], [-3.348, -0.708, 0.436], [-1.227, -0.679, 1.676], [-1.191, -2.498, 1.683], [-2.419, -3.251, 3.773], [-3.172, -1.931, 4.620], [-1.498, -1.749, 4.220], [-1.478, -1.456, -1.635], [-1.371, -0.075, -0.842], [2.984, -4.316, -2.403], [1.837, -3.428, -2.943], [0.537, -3.974, -2.357], [-0.583, -3.309, -2.803], [-1.224, -3.880, -3.921], [2.044, -2.051, -2.356], [3.641, -3.640, -1.898], [3.574, -4.872, -3.127], [2.525, -4.979, -1.654], [1.690, -3.463, -4.022], [0.585, -3.886, -1.245], [0.479, -5.076, -2.659], [-2.186, -3.456, -3.970], [-1.097, -4.967, -3.871], [-0.686, -3.479, -4.776], [2.798, -1.584, -2.887], [1.191, -1.551, -2.526], [-3.399, 2.924, -3.522], [-2.718, 3.424, -2.222], [-3.546, 4.534, -1.626], [-3.640, 5.590, -2.614], [-4.004, 6.809, -1.999], [-2.524, 2.386, -1.244], [-3.563, 3.652, -4.313], [-4.368, 2.477, -3.382], [-2.805, 2.182, -4.142], [-1.806, 3.865, -2.533], [-2.975, 4.877, -0.747], [-4.571, 4.208, -1.416], [-4.011, 7.609, -2.783], [-3.197, 7.090, -1.281], [-4.959, 6.832, -1.507], [-3.211, 1.581, -1.375], [-2.670, 2.690, -0.282], [-0.119, 0.089, -5.544], [0.768, 0.725, -4.465], [1.005, 2.220, -4.739], [-0.237, 2.871, -4.735], [-0.206, 4.197, -5.203], [0.222, 0.416, -3.164], [-0.958, 0.779, -5.729], [-0.432, -0.888, -5.209], [0.436, 0.032, -6.469], [1.686, 0.175, -4.509], [1.597, 2.380, -5.678], [1.647, 2.510, -3.905], [0.621, 4.835, -4.932], [-1.034, 4.715, -4.706], [-0.407, 4.256, -6.263], [-0.763, 0.556, -3.140], [0.630, 0.988, -2.447]],
  "lowdin_charge": [0.68, -0.03, -0.44, -0.22, -0.17, -0.10, -0.03, 0.04, 0.07, 0.10, 0.08, 0.12, 0.14, 0.09, 0.07, 0.11, 0.10, 0.07, -0.08, -0.45, -0.20, -0.22, -0.09, 0.06, 0.09, 0.10, 0.04, 0.14, 0.13, 0.12, 0.08, 0.09, 0.10, 0.08, 0.04, -0.01, -0.43, -0.22, -0.19, -0.11, -0.01, 0.05, 0.06, 0.08, 0.13, 0.13, 0.14, 0.07, 0.11, 0.12, 0.05, 0.09, -0.04, -0.39, -0.19, -0.28, -0.08, 0.00, 0.05, 0.08, 0.09, 0.11, 0.13, 0.13, 0.11, 0.08, 0.08, 0.04, 0.06, -0.04, -0.43, -0.23, -0.18, -0.09, 0.07, 0.07, 0.07, 0.07, 0.15, 0.11, 0.13, 0.09, 0.08, 0.08, 0.04, 0.04, -0.04, -0.37, -0.25, -0.22, -0.06, 0.00, 0.05, 0.08, 0.07, 0.14, 0.12, 0.15, 0.08, 0.10, 0.08, 0.09, 0.00, -0.05, -0.44, -0.19, -0.19, -0.12, 0.05, 0.08, 0.07, 0.08, 0.10, 0.11, 0.14, 0.10, 0.09, 0.08, 0.11, 0.04, -0.03, -0.42, -0.19, -0.19, -0.09, 0.07, 0.08, 0.06, 0.08, 0.11, 0.15, 0.08, 0.09, 0.08, 0.09, 0.06, 0.04]
}


No. 2
{
  "formula": "C36H43BN4O10",
  "method": "ωB97M-V/def2-TZVPD",
  "energy_ev": -65134.3856,
  "spin_multiplicity": 1,
  "smiles": "CC(C)=N[C@](CB(O)O)(CC(C)C)OC(=O)CCc1ccccc1.O=[N+]([O-])c1ccccc1.O=[N+]([O-])c1ccccc1.O=[N+]([O-])c1ccccc1",
  "charge": 0,
  "fmax_ev_per_a": 3.5,
  "species": ["C", "C", "C", "N", "C", "C", "B", "O", "O", "C", "C", "C", "C", "O", "C", "O", "C", "C", "C", "C", "C", "C", "C", "C", "H", "H", "H", "H", "H", "H", "H", "H", "H", "H", "H", "H", "H", "H", "H", "H", "H", "H", "H", "H", "H", "H", "H", "H", "H", "H", "H", "H", "O", "N", "O", "C", "C", "C", "C", "C", "C", "H", "H", "H", "H", "H", "O", "N", "O", "C", "C", "C", "C", "C", "C", "H", "H", "H", "H", "H", "O", "N", "O", "C", "C", "C", "C", "C", "C", "H", "H", "H", "H", "H"],
  "coordinates": [[-2.575, 2.087, 4.474], [-2.063, 2.621, 3.142], [-2.572, 4.005, 2.775], [-1.221, 1.915, 2.495], [-1.450, 1.423, 1.145], [-0.868, 2.496, 0.164], [0.569, 3.008, 0.616], [1.485, 2.257, 1.322], [0.966, 4.291, 0.264], [-2.912, 1.215, 0.770], [-3.696, 0.181, 1.617], [-4.128, -1.067, 0.826], [-5.012, 0.886, 2.066], [-0.682, 0.190, 1.082], [-0.623, -0.379, -0.169], [-1.459, -1.181, -0.542], [0.538, -0.092, -1.133], [-0.013, 0.178, -2.556], [0.486, 1.460, -3.185], [1.816, 1.739, -3.412], [2.173, 2.914, -4.011], [1.253, 3.848, -4.401], [-0.080, 3.581, -4.187], [-0.432, 2.402, -3.587], [-2.448, 1.012, 4.544], [-1.944, 2.535, 5.260], [-3.588, 2.434, 4.681], [-3.240, 4.386, 3.550], [-3.159, 4.020, 1.849], [-1.744, 4.703, 2.640], [-0.878, 2.166, -0.883], [-1.492, 3.396, 0.186], [1.517, 1.340, 1.031], [1.859, 4.188, -0.090], [-2.953, 0.860, -0.266], [-3.463, 2.156, 0.750], [-3.184, -0.140, 2.526], [-5.035, -1.511, 1.239], [-4.192, -0.911, -0.252], [-3.349, -1.823, 0.977], [-5.604, 1.006, 1.147], [-5.610, 0.255, 2.725], [-4.844, 1.897, 2.445], [1.228, 0.669, -0.764], [1.110, -1.025, -1.176], [-1.103, 0.219, -2.581], [0.243, -0.669, -3.200], [2.580, 1.025, -3.120], [3.219, 3.146, -4.187], [1.539, 4.773, -4.885], [-0.865, 4.263, -4.490], [-1.487, 2.181, -3.439], [8.536, 4.757, 4.293], [7.858, 3.756, 4.409], [8.194, 2.762, 5.021], [6.539, 3.745, 3.761], [6.139, 4.847, 3.025], [4.903, 4.823, 2.397], [4.084, 3.707, 2.512], [4.496, 2.615, 3.262], [5.731, 2.630, 3.891], [6.775, 5.715, 2.935], [4.580, 5.675, 1.814], [3.122, 3.686, 2.018], [3.854, 1.749, 3.353], [6.052, 1.777, 4.472], [-6.592, -5.846, -0.750], [-5.844, -4.903, -0.909], [-5.996, -3.804, -0.417], [-4.659, -5.099, -1.760], [-4.458, -6.322, -2.374], [-3.350, -6.491, -3.189], [-2.457, -5.443, -3.377], [-2.666, -4.224, -2.745], [-3.774, -4.047, -1.932], [-5.151, -7.137, -2.228], [-3.183, -7.440, -3.680], [-1.594, -5.576, -4.018], [-1.968, -3.410, -2.890], [-3.937, -3.097, -1.442], [2.955, -3.900, -4.211], [2.181, -3.985, -3.281], [0.999, -3.704, -3.336], [2.705, -4.453, -1.990], [4.051, -4.748, -1.873], [4.544, -5.167, -0.648], [3.690, -5.290, 0.440], [2.338, -4.999, 0.304], [1.839, -4.577, -0.917], [4.717, -4.652, -2.719], [5.596, -5.395, -0.540], [4.078, -5.612, 1.397], [1.674, -5.098, 1.152], [0.788, -4.349, -1.021]],
  "lowdin_charge": [-0.03, -0.36, -0.02, 0.16, -0.44, 0.02, -0.65, 0.15, 0.15, -0.09, -0.37, -0.09, -0.08, 0.05, -0.41, 0.11, -0.06, -0.12, -0.24, -0.05, -0.10, -0.09, -0.08, -0.07, 0.08, 0.09, 0.08, 0.08, 0.08, 0.09, 0.10, 0.12, 0.09, 0.10, 0.12, 0.11, 0.13, 0.07, 0.08, 0.07, 0.09, 0.08, 0.06, 0.10, 0.12, 0.11, 0.12, 0.12, 0.11, 0.11, 0.11, 0.12, 0.08, -0.36, 0.07, -0.15, -0.01, -0.06, -0.06, -0.06, 0.00, 0.12, 0.11, 0.08, 0.11, 0.12, 0.08, -0.35, 0.07, -0.14, -0.01, -0.07, -0.07, -0.06, 0.01, 0.12, 0.11, 0.11, 0.10, 0.10, 0.09, -0.35, 0.06, -0.15, 0.00, -0.06, -0.07, -0.06, 0.00, 0.12, 0.11, 0.11, 0.11, 0.12]
}